(1)
DFT (ωB97M-V with the def2-TZVPD basis set) results for C28H19ClN5OPt as an isolated structure in a non-equilibrium geometry.

Values from the calculation:
frontier orbital gap (alpha / beta): 4.891 / 5.888 eV
spin multiplicity: 5
charge: +3

XYZ file:
```
55
Properties=species:S:1:pos:R:3:forces:R:3
Pt 0.123 1.905 0.249 0.4020 0.1916 0.0150
Cl 4.766 5.168 -4.004 -0.2332 -0.1538 0.4435
C 4.034 4.392 -2.690 0.9924 -0.5356 -0.0239
C 4.724 3.401 -1.963 0.0335 0.1359 -0.0976
C 4.068 2.678 -0.999 0.0869 0.1018 -0.1806
C 2.690 2.876 -0.719 -0.0214 0.6283 -0.5505
O 2.092 2.011 0.008 0.3516 -0.3548 0.1427
C 2.042 4.050 -1.302 0.3601 -0.0852 -0.1291
C 0.784 4.519 -0.864 1.0307 1.4435 -0.9943
N -0.047 3.833 -0.061 -2.4323 -0.1289 1.2768
C -1.211 4.328 0.418 1.5057 -0.3791 -0.6097
C -1.518 5.697 0.635 -0.3639 0.5313 0.0128
C -2.790 6.055 1.018 0.3396 -0.0545 -0.0630
C -3.809 5.101 1.141 -0.1786 0.3700 0.0652
C -3.554 3.724 0.922 0.5858 -1.0464 -0.1351
C -4.526 2.701 0.952 0.5303 -0.0598 -0.1258
C -4.122 1.386 0.754 -0.1630 0.3763 0.0984
C -2.783 1.083 0.568 0.2720 0.2512 -0.0157
N -1.839 2.039 0.520 -0.9128 0.1245 0.0627
C -2.218 3.332 0.655 -1.0293 -0.3171 0.4104
C 2.723 4.739 -2.316 -1.1651 -0.1201 0.6679
H 5.760 3.199 -2.177 0.1203 0.0131 -0.1091
H 4.572 1.904 -0.440 0.0841 -0.1004 -0.0372
H 0.458 5.479 -1.247 -0.1218 -0.0758 0.0322
H -0.740 6.438 0.553 0.0782 0.0892 -0.0784
H -3.010 7.092 1.232 -0.0170 0.0173 -0.0289
H -4.799 5.416 1.433 -0.1269 0.0030 -0.0359
H -5.570 2.936 1.099 -0.0536 0.0523 0.0823
H -4.844 0.584 0.752 -0.0505 -0.0393 0.0212
H -2.454 0.061 0.442 0.0385 0.0450 0.0071
H 2.226 5.544 -2.840 0.0197 0.0835 0.0350
N 0.656 -5.109 -0.731 0.1744 0.6759 -0.1353
C 0.563 -6.412 -0.300 -0.3832 -1.4666 0.0613
C 0.655 -7.636 -0.927 0.0994 1.4664 -0.5877
C 0.473 -8.790 -0.151 -0.2245 -0.1891 0.1948
C 0.070 -8.723 1.185 0.0034 0.3824 0.7086
C -0.056 -7.505 1.823 0.0118 -1.0078 0.5024
C 0.149 -6.326 1.071 0.4903 1.0224 -1.3123
N 0.000 -5.040 1.383 -0.0902 -0.0650 1.3362
C 0.353 -4.311 0.323 -0.0353 -1.3636 -0.5971
C 0.376 -2.869 0.352 0.0668 1.3721 -0.0697
C 0.681 -2.088 -0.772 -0.1169 -0.4144 0.4813
C 0.649 -0.717 -0.662 0.1673 -0.0504 -0.2903
N 0.330 -0.087 0.480 -0.0470 -0.7221 -0.1638
C 0.087 -0.819 1.577 -0.0136 0.1493 0.1072
C 0.097 -2.197 1.553 0.0819 -0.5150 -0.4507
H 0.965 -4.831 -1.651 -0.0137 0.0582 0.0408
H 0.796 -7.705 -1.997 0.2674 -0.1206 -0.0065
H 0.658 -9.754 -0.601 -0.0876 -0.0893 -0.0845
H -0.092 -9.638 1.733 0.0774 -0.0253 0.0738
H -0.208 -7.440 2.892 -0.2801 -0.0095 -0.0413
H 0.927 -2.526 -1.724 0.0498 -0.0221 -0.1816
H 0.883 -0.089 -1.518 -0.0992 -0.1227 0.1790
H -0.118 -0.284 2.496 -0.0368 0.0335 -0.1060
H -0.119 -2.772 2.437 -0.0238 0.0162 0.1831
```
Forces are in eV/Å.

Here are the Mulliken charges for atoms 1 to 8, given in e:
1. Pt 0.684
2. Cl -0.053
3. C 0.301
4. C -0.588
5. C -0.325
6. C 0.473
7. O -0.779
8. C 0.348

=====

(2)
DFT (ωB97M-V with the def2-TZVPD basis set) results for C28H19CrO3 as an isolated structure in a non-equilibrium geometry.

Values from the calculation:
frontier orbital gap (alpha / beta): 5.594 / 4.315 eV
spin multiplicity: 4
charge: +2

XYZ file:
```
51
Properties=species:S:1:pos:R:3:forces:R:3
O 3.852 5.357 1.237 -0.1332 -3.5141 -1.1933
C 3.754 4.233 0.969 -0.1786 4.4885 1.3185
Cr 3.518 2.351 0.901 1.2757 0.9325 0.3997
C 2.014 2.671 1.974 -2.9638 1.1343 2.8219
O 1.156 2.959 2.704 2.4896 -1.0100 -2.3476
C 4.496 2.382 2.513 1.6883 0.8273 5.4606
O 4.980 2.566 3.564 -1.6328 -0.9404 -4.3191
C 4.997 1.700 -0.578 0.6787 0.0338 -0.7191
C 3.957 2.414 -1.205 0.2236 0.1672 -0.1412
C 2.615 2.023 -0.966 -1.2088 0.0947 -1.3654
C 2.298 0.869 -0.217 -1.5532 0.0040 0.5718
C 0.854 0.505 0.027 2.0946 0.5250 -0.4898
C -0.322 0.286 0.165 0.2280 -1.1996 -0.4871
C -1.727 -0.171 0.299 2.4863 0.4138 5.2075
C -2.557 1.120 0.553 -0.7856 1.0922 -1.2536
C -3.780 1.115 1.224 -0.5775 0.2089 -0.3762
C -4.668 2.219 1.206 0.6294 -0.0884 0.2630
C -4.272 3.421 0.615 0.4616 -0.1378 -0.5832
C -2.991 3.519 0.016 -0.1462 -0.4755 0.6854
C -2.146 2.384 0.029 0.0255 0.1109 -0.4785
C 3.358 0.280 0.509 -0.9847 -1.7198 0.2385
C 4.700 0.647 0.302 0.4156 0.0773 -0.4207
H 6.032 2.052 -0.691 -0.5093 -0.2986 -0.0012
H 4.165 3.301 -1.840 -0.1251 -0.7726 0.6067
H 1.800 2.617 -1.393 0.3503 -0.3736 0.0313
H -1.785 -0.735 1.364 0.7948 1.7072 -1.5602
H -4.080 0.228 1.757 -0.2237 -0.2983 -0.0057
H -5.656 2.145 1.690 0.7092 -0.0237 -0.2480
H -4.951 4.280 0.584 0.2983 -0.4085 0.0796
H -2.662 4.490 -0.425 -0.2037 -1.0824 0.4377
H -1.131 2.503 -0.390 -0.7387 -0.2096 0.0734
H 3.121 -0.504 1.230 0.0936 0.1507 -0.3219
H 5.500 0.110 0.822 -0.3397 0.3544 -0.0961
C -2.181 -1.395 -0.437 -5.1844 -0.7296 -0.7525
C -2.533 -1.226 -1.899 0.0934 1.4478 0.9700
C -1.934 -2.169 -2.687 1.4875 -3.0648 0.1561
C -1.371 -3.210 -1.849 -0.2970 0.7271 -1.8877
C -1.717 -2.857 -0.471 1.5619 -0.2783 1.8800
C -1.620 -3.742 0.601 -0.0451 0.6757 0.0020
C -0.907 -4.969 0.717 -0.3332 -0.6547 0.6328
C -0.216 -5.708 -0.273 0.0627 -0.1269 -1.0366
C -0.145 -5.455 -1.670 0.4628 -0.5576 0.4363
C -0.725 -4.365 -2.356 0.1793 -0.1682 -0.3512
H -3.182 -1.390 0.202 1.0018 -0.6036 -1.7873
H -3.084 -0.365 -2.246 -0.1486 -0.0187 -0.1001
H -1.862 -2.258 -3.768 -0.2910 0.4035 0.1579
H -2.098 -3.446 1.541 0.2326 0.1810 -0.2657
H -0.925 -5.466 1.723 -0.0200 0.7426 -1.0572
H 0.279 -6.653 0.064 -0.4753 0.9761 -0.2478
H 0.418 -6.211 -2.278 -0.7428 0.8923 0.6066
H -0.633 -4.458 -3.463 -0.1827 0.3864 0.8568
```
Forces are in eV/Å.

Here are the Mulliken charges for atoms 1 to 8, given in e:
1. O -0.233
2. C 0.406
3. Cr -0.156
4. C 0.460
5. O -0.282
6. C 0.427
7. O -0.262
8. C -0.572

=====

(3)
DFT (ωB97M-V with the def2-TZVPD basis set) results for C28H19F5IN5O3PbS2 as an isolated structure.

Values from the calculation:
frontier orbital gap: 5.949 eV
charge: -2

XYZ file:
```
64
Properties=species:S:1:pos:R:3:forces:R:3
Pb 0.123 0.027 0.635 -0.0462 -0.2516 0.4328
N 0.851 1.095 -3.931 -0.0816 0.0492 0.0362
C 0.827 1.138 -2.542 -0.0347 0.0266 -0.0675
S -0.751 1.109 -1.800 0.2501 0.1792 -0.1910
N 1.982 1.234 -1.975 -0.0133 -0.1402 0.1572
N 1.975 1.255 -0.577 -0.0799 0.1189 -0.1459
C 2.987 1.877 -0.098 0.0548 0.0135 0.1293
C 3.346 2.114 1.289 -0.0132 0.0484 -0.1408
C 4.448 2.956 1.497 0.0045 0.0215 -0.0219
C 4.886 3.318 2.752 -0.0628 -0.0537 0.0747
C 4.189 2.814 3.862 0.0219 0.0352 -0.0777
C 3.114 1.976 3.699 -0.0036 -0.0141 -0.0138
C 2.647 1.572 2.410 0.0230 -0.0543 0.0469
O 1.669 0.755 2.314 -0.1242 0.0965 -0.1187
H 0.066 0.597 -4.320 0.0145 -0.0119 -0.0049
H 1.748 0.804 -4.293 0.0127 -0.0348 -0.0025
H 3.660 2.317 -0.837 0.0458 -0.0156 0.0176
H 4.961 3.341 0.621 0.0000 -0.0052 0.0005
H 5.738 3.974 2.878 0.0010 0.0076 0.0001
H 4.500 3.092 4.863 0.0070 -0.0177 0.0059
H 2.576 1.578 4.551 -0.0021 0.0104 -0.0024
C -0.944 3.855 2.869 0.0022 -0.0164 -0.0098
C -1.915 3.707 1.738 -0.0119 -0.0856 0.0362
N -2.416 4.777 1.181 -0.0771 0.0018 -0.0763
C -3.239 4.629 0.108 0.1338 -0.0164 0.1490
C -3.585 3.414 -0.411 -0.0422 -0.1267 -0.0193
C -4.371 3.376 -1.693 0.1285 -0.0101 -0.0578
O -3.566 3.037 -2.825 -0.0888 -0.1069 0.0748
C -3.102 2.224 0.206 -0.1709 0.0876 -0.1672
C -3.452 0.939 -0.351 -0.2507 0.1482 0.0523
N -3.011 -0.204 0.027 0.1654 -0.0779 -0.1083
C -3.290 -1.314 -0.767 -0.1057 -0.1416 -0.0226
C -3.322 -1.259 -2.167 0.0341 0.0086 -0.0667
C -3.481 -2.404 -2.930 -0.0266 0.0166 0.0614
C -3.608 -3.644 -2.321 0.0347 0.0292 0.0532
C -3.589 -3.724 -0.934 -0.0173 -0.0129 -0.0561
C -3.441 -2.575 -0.177 -0.0055 0.0253 0.0344
I -3.464 -2.717 1.906 0.0496 -0.0010 0.0205
C -2.218 2.346 1.306 0.0299 0.0069 0.1510
O -1.691 1.363 1.911 0.2626 0.1991 -0.0345
H -0.912 4.895 3.190 0.0080 0.0058 0.0017
H 0.057 3.540 2.558 -0.0173 -0.0059 -0.0084
H -1.211 3.199 3.699 -0.0245 0.0167 0.0027
H -3.596 5.543 -0.354 0.0175 0.0136 0.0070
H -4.786 4.367 -1.892 -0.0009 0.0365 0.0421
H -5.215 2.683 -1.621 -0.0360 -0.0480 -0.0335
H -2.769 2.571 -2.520 0.0058 0.0851 -0.0259
H -4.165 0.970 -1.181 -0.0060 0.0142 -0.0755
H -3.153 -0.306 -2.651 0.0235 -0.0332 0.0100
H -3.476 -2.328 -4.011 0.0175 0.0110 -0.0016
H -3.690 -4.546 -2.914 -0.0196 0.0004 0.0130
H -3.670 -4.683 -0.439 -0.0275 0.0114 0.0047
F 3.916 -3.521 -5.135 -0.0218 0.0179 0.0622
C 3.379 -3.321 -3.912 0.0612 -0.0329 -0.0859
C 2.141 -2.728 -3.773 -0.1102 0.0695 -0.0062
F 1.466 -2.346 -4.876 0.0245 -0.0101 0.0456
C 1.599 -2.533 -2.516 -0.1221 0.0460 -0.0657
F 0.389 -1.962 -2.463 0.0664 -0.0411 -0.0160
C 2.244 -2.909 -1.332 -0.0495 0.0668 0.1113
S 1.549 -2.672 0.242 0.1118 -0.1201 -0.1529
C 3.497 -3.501 -1.526 0.1136 -0.0535 0.0607
F 4.223 -3.908 -0.469 -0.0477 0.0174 -0.0654
C 4.056 -3.708 -2.773 0.0917 -0.0289 0.0326
F 5.270 -4.286 -2.893 -0.0760 0.0253 0.0150
```
Forces are in eV/Å.

Here are the Mulliken charges for atoms 1 to 8, given in e:
1. Pb 1.203
2. N -0.468
3. C -0.024
4. S -0.323
5. N -1.012
6. N 0.761
7. C -0.864
8. C 0.704